No. 1
Below is a molecular structure, C29H23EuN8O9 in a non-equilibrium geometry, with properties calculated with ωB97M-V/def2-TZVPD.

```
70
Properties=species:S:1:pos:R:3:forces:R:3
Eu 0.25056 -0.33740 -0.17630 -0.71 1.16 0.40
O -3.21180 0.65988 -2.35996 0.01 0.09 -0.05
C -2.08979 0.86835 -1.94926 -0.18 0.22 0.00
N -1.69467 0.99292 -0.64557 0.08 -0.10 -0.03
C -2.56835 1.49493 0.27259 0.10 0.12 0.00
O -3.45457 2.30283 0.07422 -0.09 -0.10 0.04
C -2.28537 1.04386 1.69211 -0.09 0.05 0.08
C -3.15719 1.43495 2.70018 0.02 0.00 0.03
C -2.92273 0.99574 3.99132 0.05 -0.04 -0.06
C -1.81962 0.18733 4.22666 -0.03 0.03 0.02
C -0.99577 -0.14056 3.16335 0.10 -0.07 0.05
N -1.21749 0.27511 1.91697 -0.24 0.12 0.05
C -0.94976 0.98498 -2.94080 0.02 0.14 -0.17
C -1.27019 1.21866 -4.27087 -0.01 -0.09 -0.06
C -0.24867 1.39488 -5.18486 0.02 -0.01 0.07
C 1.06098 1.32370 -4.73406 -0.07 0.00 -0.02
C 1.28742 1.07580 -3.39278 0.15 -0.03 0.05
N 0.31178 0.91670 -2.49781 -0.37 0.15 -0.06
H -3.99143 2.06949 2.43766 -0.01 -0.01 -0.01
H -3.58520 1.27100 4.80165 -0.01 0.02 -0.01
H -1.59590 -0.18240 5.21787 0.02 -0.01 -0.01
H -0.12369 -0.76769 3.30915 -0.01 -0.01 -0.03
H -2.31270 1.25350 -4.55138 -0.01 -0.01 0.03
H -0.46827 1.58366 -6.22750 0.01 0.00 0.00
H 1.89634 1.45009 -5.40828 0.02 0.01 0.02
H 2.29823 0.99974 -3.01637 -0.01 -0.05 0.00
O 1.88712 -3.58543 -0.84763 -0.26 -0.19 -0.15
C 1.77638 -2.41429 -1.20480 1.62 -0.71 -0.31
O 0.74369 -1.84627 -1.68422 -0.02 -0.36 -0.41
C 3.00745 -1.52143 -1.07732 1.53 -3.68 -0.45
C 4.29983 -2.07463 -1.09594 -3.12 -0.53 -0.01
C 5.37123 -1.24251 -0.96616 1.54 1.51 0.19
C 5.15887 0.14858 -0.83817 0.49 -0.67 -0.08
C 6.21313 1.08052 -0.70650 0.23 -3.33 -0.27
C 5.95054 2.41678 -0.60468 -2.75 4.21 0.16
C 4.62150 2.88606 -0.65029 4.25 1.45 0.38
C 3.57986 2.00995 -0.77058 -1.81 -1.50 -0.25
C 3.82420 0.61879 -0.84627 -1.16 -1.02 -0.05
N 2.76447 -0.23400 -0.94381 0.63 3.37 0.42
H 4.39640 -3.14686 -1.18601 -0.04 0.01 0.02
H 6.38324 -1.62856 -0.95700 0.00 0.05 -0.01
H 7.23255 0.71428 -0.69101 -0.04 -0.03 0.03
H 6.76431 3.12204 -0.49948 -0.08 0.06 0.00
H 4.43487 3.95110 -0.59354 0.06 -0.03 0.03
H 2.55428 2.34940 -0.82451 0.00 -0.02 -0.04
C 0.56527 3.72513 1.07794 0.05 0.02 0.07
C 1.42345 2.66261 1.66703 -0.14 -0.04 -0.08
N 1.36710 1.38487 1.35243 0.14 -0.04 0.00
C 2.30328 0.73945 2.12854 -0.01 -0.10 0.02
C 2.94357 1.65733 2.91345 -0.05 -0.08 -0.05
N 2.36068 2.86164 2.61496 0.14 0.00 0.00
C 4.04788 1.60414 3.90317 0.04 0.12 -0.05
O 4.62500 0.44244 4.05915 0.28 0.21 0.24
O 4.37085 2.61722 4.48344 -0.03 0.01 0.00
C 2.43577 -0.76099 2.08227 0.15 0.33 0.11
O 3.40855 -1.27310 2.65384 -0.17 -0.13 -0.14
O 1.50770 -1.36374 1.46559 0.15 -0.01 0.25
H -0.08064 3.28260 0.32149 -0.01 0.01 -0.01
H 1.16647 4.51359 0.62193 -0.01 0.00 -0.01
H -0.06175 4.18051 1.84629 -0.02 0.01 -0.03
H 2.65037 3.72261 3.05376 -0.04 0.03 0.01
H 4.20792 -0.26128 3.46280 -0.12 -0.26 -0.01
N -2.23692 -3.40510 1.80098 0.04 0.07 0.00
C -1.29106 -3.18629 0.84453 -0.25 -0.07 0.09
N -0.50737 -4.21322 0.51175 0.21 0.02 -0.06
O -1.21256 -2.05811 0.32032 -0.13 -0.34 0.20
H -2.42957 -4.32781 2.14253 -0.04 -0.04 -0.03
H -2.94286 -2.70050 1.91530 0.01 0.04 -0.02
H -0.53857 -5.06348 1.04519 -0.01 0.02 0.02
H 0.32244 -4.05061 -0.07290 -0.01 0.05 -0.04
```
Forces are in eV/Å.

The calculation puts the orbital gap (spin up / spin down) at 5.90 / 5.40 eV. The value obtained for the energy relative to the best compared isomer or geometry (same formula, charge and spin) is 110.3 kcal per mole. The total energy is -2944.65623 hartree. As for the spin multiplicity: 7. For the LUMO energy (spin up / spin down), the calculation gives 0.08 / -3.85 eV.

natural (NBO) population analysis, charges in e, atoms 1 to 5:
1. Eu 1.79
2. O -0.57
3. C 0.65
4. N -0.80
5. C 0.65

No. 2
Below is C29H23N4O6P in the gas phase in a non-equilibrium geometry, with properties calculated with ωB97M-V/def2-TZVPD.

```
63
Properties=species:S:1:pos:R:3:forces:R:3
N 4.54091 -1.90877 5.95070 -1.31 0.68 -1.83
C 3.90633 -1.51708 5.04565 1.43 0.02 2.21
C 3.14975 -1.00880 3.96334 -0.03 1.01 -0.96
C 2.35548 0.14568 3.92896 0.59 -1.28 0.24
C 1.40767 0.34447 2.92134 -1.18 2.05 0.81
N 0.36090 1.26165 3.18728 0.38 0.01 0.74
O 0.49479 2.12258 4.08532 -0.23 -0.68 -0.82
O -0.71327 1.15329 2.51850 1.42 0.10 0.72
C 1.27196 -0.46158 1.71960 -4.71 -1.46 -0.67
C 2.16266 -1.59387 1.75289 -0.21 -3.99 -1.55
N 2.01115 -2.82321 1.08021 1.19 2.28 2.78
O 1.43474 -3.19287 0.07032 -0.11 0.07 0.30
O 2.74682 -3.77755 1.86831 0.13 -0.07 -1.45
N 3.39845 -3.17778 2.91850 -1.28 2.18 -1.49
C 3.04561 -1.87705 2.81472 -0.31 -1.92 1.84
H 2.37815 0.83641 4.76857 -0.27 -0.18 -0.18
H 0.05138 -0.59544 1.41271 1.47 -2.07 3.32
C 3.33429 3.70935 1.77727 0.28 0.11 0.23
C 1.97645 3.48604 1.18022 0.32 -0.44 0.04
O 1.99407 2.04796 0.87176 -1.04 -0.24 -0.16
C 0.81176 1.56634 0.47101 0.29 2.11 -1.36
C 0.76069 0.05015 0.32555 4.18 3.65 -2.66
P -0.62087 -0.14528 -1.02217 -2.48 -1.28 0.61
C -0.89045 0.82401 -2.59353 0.45 1.31 -0.54
C -1.47572 0.18871 -3.72655 0.23 -0.48 0.40
C -1.82042 0.91264 -4.87930 0.16 0.09 0.50
C -1.61413 2.29867 -4.93146 0.14 -0.22 0.51
C -1.06017 2.94950 -3.81658 -0.07 -0.40 -0.15
C -0.69423 2.22363 -2.67212 -0.01 -0.15 0.13
C -0.49400 -1.81502 -1.70760 0.17 -0.10 -0.06
C -1.34317 -2.84604 -1.28889 0.36 0.36 -0.06
C -1.19368 -4.11295 -1.84624 -0.07 0.10 0.09
C -0.23240 -4.35080 -2.82508 -0.04 0.25 0.24
C 0.59973 -3.31413 -3.25167 -0.07 0.09 0.08
C 0.47022 -2.04297 -2.70436 -0.09 -0.17 0.31
C -2.21033 0.00430 -0.14579 -0.26 -0.22 0.05
C -3.36810 0.50772 -0.75996 0.19 0.17 0.00
C -4.53493 0.67803 -0.01820 0.17 -0.13 -0.03
C -4.56239 0.35174 1.33774 0.32 0.04 -0.19
C -3.42826 -0.17575 1.93875 -0.07 -0.13 0.02
C -2.28182 -0.38879 1.19680 0.15 -0.40 -0.50
O -0.11943 2.33485 0.22379 0.75 -1.70 -0.34
H 3.47445 4.76221 2.02315 0.02 -0.01 0.01
H 3.42286 3.11906 2.69789 0.06 0.16 -0.21
H 4.11617 3.40045 1.07462 -0.10 0.08 0.17
H 1.17229 3.69667 1.89241 0.06 -0.15 -0.20
H 1.81085 4.04471 0.25543 -0.03 -0.12 0.10
H 1.64996 -0.42174 -0.13605 -0.45 1.01 -1.31
H -1.66131 -0.89862 -3.70822 0.11 0.75 -0.05
H -2.25201 0.37411 -5.73149 0.18 0.27 0.42
H -1.89074 2.85925 -5.82846 0.13 -0.17 0.35
H -0.90762 4.03409 -3.83563 -0.03 -0.49 0.04
H -0.27362 2.75324 -1.81102 -0.23 -0.23 -0.45
H -2.10014 -2.64036 -0.53018 0.20 -0.18 -0.21
H -1.83334 -4.91038 -1.48292 0.08 0.01 -0.17
H -0.12558 -5.34736 -3.24164 0.01 0.14 0.03
H 1.35699 -3.49644 -4.00621 -0.09 0.00 0.05
H 1.10913 -1.22435 -3.04740 -0.15 -0.30 0.09
H -3.35022 0.77869 -1.81646 -0.04 0.02 0.33
H -5.42106 1.07612 -0.50093 0.09 -0.05 0.04
H -5.45605 0.50085 1.92589 -0.08 0.06 -0.03
H -3.39839 -0.42812 2.99196 -0.19 0.00 -0.07
H -1.44880 -0.90410 1.67498 -0.48 0.23 -0.06
```
Forces are in eV/Å.

The calculation puts the orbital gap at 5.41 eV. The value obtained for the energy relative to the best compared isomer or geometry (same formula, charge and spin) is 100.5 kcal per mole. The total energy is -2130.26056 hartree. As for the spin multiplicity: 1. For the LUMO energy, the calculation gives -1.19 eV.

natural (NBO) population analysis, charges in e, atoms 1 to 5:
1. N -0.34
2. C 0.28
3. C -0.32
4. C -0.06
5. C -0.10

No. 3
Below is a molecular structure, C29H24AlN3O2 in a non-equilibrium geometry, with properties calculated with ωB97M-V/def2-TZVPD.

```
59
Properties=species:S:1:pos:R:3:forces:R:3
Al -0.34513 -0.25638 0.36452 -0.28 -1.30 1.47
C 3.75630 -1.55690 0.78043 0.56 -0.01 -0.92
O 3.14846 -1.40438 2.07777 -0.26 -0.09 0.96
C 1.97603 -0.88740 1.89251 -0.20 0.21 -1.27
N 1.59455 -0.66579 0.67234 -0.01 0.49 0.49
C 2.62089 -1.21935 -0.21385 0.27 -0.43 -0.46
C 2.94104 -0.30091 -1.37078 -0.08 -0.05 0.19
C 1.87264 0.36082 -1.96105 -0.08 -0.08 0.22
C 2.05344 1.15282 -3.07752 -0.14 0.00 -0.04
C 3.32671 1.30401 -3.60495 0.02 -0.04 -0.01
C 4.39486 0.62963 -3.03849 0.00 -0.03 -0.02
C 4.20624 -0.18532 -1.93052 -0.19 0.02 0.06
C 1.01493 -0.59428 2.95222 -0.44 0.07 0.78
C 1.11475 -0.81742 4.32073 -0.03 0.11 -0.32
C 0.02131 -0.48150 5.11320 -0.04 0.09 -0.15
C -1.11275 0.09711 4.54419 -0.02 0.07 -0.32
C -1.13134 0.26036 3.16444 0.33 -0.16 0.63
N -0.09628 -0.10305 2.40863 -0.05 -0.18 0.10
C -2.19272 0.77997 2.29013 0.14 -0.02 -1.16
N -1.97390 0.70357 1.01397 0.27 -0.22 0.26
C -3.12107 1.28248 0.31711 -0.28 0.13 -0.38
C -4.04723 1.68183 1.49253 -0.66 0.26 -0.75
O -3.31023 1.30606 2.67408 0.36 -0.19 0.99
C -2.64628 2.38236 -0.61362 0.01 -0.11 0.13
C -3.44139 3.46046 -0.98398 0.18 -0.16 0.01
C -2.96638 4.39188 -1.89689 -0.01 0.00 -0.02
C -1.70822 4.24816 -2.45760 0.02 0.00 0.06
C -0.90446 3.18164 -2.08390 0.24 -0.03 -0.09
C -1.37968 2.26426 -1.17043 0.00 -0.22 0.21
H 4.12397 -2.58151 0.70972 -0.06 0.19 -0.01
H 4.59006 -0.85156 0.71556 -0.12 -0.11 0.10
H 2.19276 -2.13422 -0.64910 0.09 0.01 0.18
H 0.86805 0.20552 -1.53032 0.27 0.14 -0.53
H 1.21029 1.62004 -3.56093 -0.06 0.07 -0.04
H 3.47756 1.93100 -4.46967 0.02 0.03 -0.09
H 5.37780 0.71685 -3.47529 0.09 0.03 0.00
H 5.04513 -0.73710 -1.53306 0.09 -0.03 0.09
H 2.00985 -1.24218 4.74439 0.12 -0.05 0.04
H 0.05064 -0.66635 6.17757 0.03 0.04 0.04
H -1.95362 0.40195 5.14907 -0.07 -0.02 0.01
H -3.58314 0.49673 -0.29227 -0.02 0.07 0.13
H -4.98857 1.12753 1.50268 0.19 0.08 0.03
H -4.25662 2.75178 1.55068 0.12 -0.14 0.04
H -4.43322 3.58331 -0.57791 -0.15 -0.02 0.07
H -3.58426 5.23494 -2.16909 -0.05 0.01 -0.03
H -1.34162 4.96800 -3.17387 0.00 0.05 -0.02
H 0.08803 3.07735 -2.49509 0.03 0.04 0.00
H -0.73114 1.41000 -0.86052 -0.16 0.65 -0.51
C -0.67023 -4.79611 -0.95607 0.04 0.09 -0.01
C -0.91005 -4.41497 0.35460 -0.01 -0.09 0.07
C -0.94815 -3.07259 0.68646 -0.03 0.58 0.04
C -0.76093 -2.07318 -0.28167 0.12 0.52 -0.24
C -0.53527 -2.48397 -1.60088 -0.09 0.18 0.16
C -0.48675 -3.82832 -1.93247 -0.01 -0.11 -0.02
H -0.62282 -5.84342 -1.21112 -0.01 -0.09 -0.05
H -1.05838 -5.16493 1.11801 -0.03 -0.04 0.04
H -1.13051 -2.78050 1.71688 -0.02 -0.16 0.10
H -0.40702 -1.74348 -2.37976 0.08 -0.02 -0.13
H -0.29687 -4.12533 -2.95178 -0.02 -0.02 -0.14
```
Forces are in eV/Å.

As for the net charge: +2. The calculation puts the orbital gap at 6.89 eV. The total energy is -1676.22781 hartree. As for the spin multiplicity: 1. For the LUMO energy, the calculation gives -7.58 eV.

natural (NBO) population analysis, charges in e, atoms 1 to 5:
1. Al 1.94
2. C -0.09
3. O -0.40
4. C 0.62
5. N -0.66

No. 4
Below is a molecular structure, C29H24BrCl4F6IN2O5PSSbTl, with properties calculated with ωB97M-V/def2-TZVPD.

```
76
Properties=species:S:1:pos:R:3:forces:R:3
Tl -0.71850 -0.62011 0.26093 0.52 -0.58 0.59
Cl -4.55190 1.20401 -5.92990 -0.01 0.00 -0.05
C -3.98365 1.08410 -4.31821 0.07 -0.03 0.06
C -4.71246 1.68549 -3.31102 0.10 -0.07 -0.04
C -4.29627 1.61887 -1.99215 0.18 -0.14 0.00
I -5.34767 2.59999 -0.53695 0.04 -0.06 0.10
C -3.11306 0.85451 -1.61819 -0.29 0.13 -0.34
O -2.74131 0.73970 -0.45618 0.24 0.06 0.26
C -2.33773 0.25228 -2.73303 -0.07 0.08 0.23
N -1.20964 -0.36632 -2.38943 0.15 0.05 -0.11
C -0.41598 -0.82887 -3.33864 -0.07 -0.05 0.02
C -0.73685 -0.74028 -4.69495 0.04 -0.02 0.02
C -1.92018 -0.14255 -5.05471 0.01 -0.04 -0.11
C -2.74999 0.38533 -4.05849 -0.28 0.16 -0.18
H -5.61541 2.22168 -3.56546 -0.01 0.00 -0.01
H 0.50665 -1.29852 -3.01145 -0.02 0.04 -0.02
H -0.06160 -1.13713 -5.44052 -0.01 0.00 0.02
H -2.20902 -0.06194 -6.09356 0.01 0.00 0.01
O -3.64460 2.90735 4.74414 0.08 -0.02 -0.13
C -2.91053 2.16902 3.88581 -0.18 0.23 0.20
C -2.24110 2.71720 2.79728 0.05 0.03 -0.05
C -1.54535 1.86624 1.97540 0.13 -0.04 -0.03
N -1.46424 0.54461 2.18019 -0.37 -0.15 -0.12
C -2.08484 0.04673 3.25210 0.09 -0.01 -0.08
Br -1.90803 -1.78426 3.61287 0.10 0.07 0.02
C -2.82222 0.81107 4.12883 0.05 -0.16 0.04
H -3.65258 3.82957 4.46207 0.00 -0.03 0.03
H -2.26615 3.77979 2.59067 0.00 -0.03 -0.01
H -1.00630 2.24277 1.11389 -0.03 -0.01 0.00
H -3.32303 0.36425 4.97444 0.01 0.02 -0.02
Cl 3.52411 -2.04211 4.27620 -0.05 0.01 -0.05
C 2.39556 -2.74088 3.12049 0.19 -0.29 0.14
Cl 1.31871 -3.88570 3.98394 0.04 0.08 -0.08
Cl 3.31852 -3.64949 1.89132 -0.08 0.10 0.07
C 1.47975 -1.66439 2.45089 -0.25 0.10 -0.35
O 1.42209 -0.55676 2.94923 0.01 -0.07 -0.02
O 0.85266 -2.12437 1.44068 0.03 0.24 0.29
C 9.75970 3.39702 0.32849 -0.06 0.03 -0.04
C 8.33122 2.90376 0.31134 0.14 0.09 0.02
O 8.00824 1.80735 0.66522 -0.13 -0.01 -0.03
S 7.19241 4.15399 -0.29995 0.07 -0.06 0.04
C 5.65455 3.28083 -0.28324 -0.08 -0.11 -0.02
C 4.98083 3.07465 -1.48216 -0.04 0.02 0.01
C 3.75320 2.43044 -1.48684 0.02 0.05 -0.05
C 3.19468 1.97107 -0.29603 -0.18 -0.08 -0.07
C 3.88549 2.16438 0.90195 0.02 -0.05 0.07
C 5.10341 2.82240 0.90892 -0.03 0.00 0.03
C 1.92135 1.29259 -0.27775 0.36 0.18 0.12
C 0.87480 0.70700 -0.14020 -0.23 0.11 -0.19
H 10.20397 3.15561 1.29310 -0.02 0.00 -0.01
H 9.82821 4.46737 0.14121 0.01 -0.01 0.00
H 10.31232 2.86056 -0.44390 -0.01 0.01 0.00
H 5.41839 3.42423 -2.40879 -0.01 -0.02 0.01
H 3.21976 2.27766 -2.41617 0.02 0.01 0.00
H 3.45672 1.78444 1.82099 0.01 0.02 0.00
H 5.63288 2.97561 1.84041 -0.02 -0.01 -0.03
F -3.27836 -1.73797 0.80736 0.21 0.00 0.02
Sb -5.19094 -1.69433 0.95374 -0.04 0.00 0.05
F -4.99544 -0.02269 1.79304 0.02 0.25 0.05
F -5.10568 -2.54607 2.62510 0.01 -0.05 0.08
F -5.15705 -0.91168 -0.77405 -0.03 0.14 -0.24
F -5.18995 -3.38855 0.12283 -0.03 -0.16 -0.10
F -7.05246 -1.54271 0.97884 -0.21 -0.09 0.03
C -1.49245 -4.15048 1.04535 0.05 -0.03 0.07
P -1.04550 -3.06677 -0.31877 -0.30 0.11 0.00
C -2.27237 -3.40655 -1.60549 -0.02 0.01 -0.03
C 0.53054 -3.70071 -0.95960 0.08 0.05 -0.01
H -1.33729 -5.18055 0.71679 -0.02 0.01 -0.02
H -2.53539 -3.99558 1.30967 -0.02 0.00 0.02
H -0.84354 -3.93774 1.89298 0.01 -0.02 -0.04
H -2.31426 -4.48490 -1.77287 0.01 0.01 0.02
H -1.99625 -2.91683 -2.53796 -0.01 -0.01 0.00
H -3.25398 -3.06267 -1.28253 0.02 0.00 -0.01
H 0.34210 -4.37048 -1.79982 0.02 -0.01 0.02
H 1.04154 -4.22769 -0.15531 0.00 0.03 0.00
H 1.18668 -2.88691 -1.26438 -0.01 -0.01 -0.03
```
Forces are in eV/Å.

The calculation puts the orbital gap (spin up / spin down) at 7.48 / 5.64 eV. The value obtained for the energy relative to the best compared isomer or geometry (same formula, charge and spin) is 5.0 kcal per mole. The total energy is -8069.27202 hartree. As for the spin multiplicity: 2. For the LUMO energy (spin up / spin down), the calculation gives -1.22 / -3.06 eV.

Mulliken population analysis, charges in e, atoms 1 to 5:
1. Tl 2.62
2. Cl -0.22
3. C 0.69
4. C -0.46
5. C -0.28